Entry 1:
Density functional theory data (wB97M-V/def2-TZVPD) for C45H50CdN9O2S as an isolated structure.

Computed properties:
**Frontier orbital gap**: 8.2404 eV
**E_LUMO**: -0.0864 Ha
**Multiplicity**: 1
**Total charge**: +1
**Energy above the lowest of the compared OMol25 structures with the same formula, charge and spin**: 0.000 eV

Element x y z (Å)
Cd: 0.31 -0.30 -1.08
N: 3.65 1.95 -3.40
C: 2.84 2.15 -4.49
C: 3.03 2.85 -5.68
C: 2.00 2.83 -6.59
C: 0.81 2.13 -6.32
C: 0.63 1.44 -5.14
C: 1.66 1.46 -4.20
N: 1.76 0.86 -2.94
C: 2.97 1.16 -2.52
C: 3.55 0.69 -1.27
C: 4.87 0.71 -0.92
S: 5.07 -0.05 0.59
C: 3.39 -0.32 0.67
N: 2.72 0.10 -0.35
H: 4.59 2.29 -3.28
H: 3.96 3.38 -5.88
H: 2.11 3.35 -7.53
H: 0.03 2.12 -7.07
H: -0.29 0.90 -4.97
H: 5.71 1.07 -1.48
H: 2.94 -0.84 1.51
N: -0.39 -1.45 -3.11
C: -1.61 -2.24 -2.86
C: -2.66 -1.41 -2.15
N: -2.14 -0.91 -0.87
H: -0.49 -0.88 -3.94
H: 0.42 -2.04 -3.26
H: -1.33 -3.09 -2.23
H: -2.03 -2.65 -3.78
H: -3.57 -2.01 -2.03
H: -2.92 -0.55 -2.78
H: -2.01 -1.67 -0.21
H: -2.77 -0.24 -0.45
C: -2.75 6.40 0.38
C: -2.55 5.85 -1.04
C: -3.92 5.77 -1.72
C: -1.64 6.81 -1.81
C: -1.91 4.47 -1.04
C: -1.69 3.79 -2.24
C: -1.08 2.56 -2.21
N: -0.70 1.94 -1.09
C: -0.92 2.57 0.07
C: -1.51 3.82 0.12
C: -0.54 1.83 1.32
C: -0.72 2.38 2.58
C: -0.41 1.64 3.72
C: 0.08 0.35 3.52
C: 0.23 -0.12 2.23
N: -0.06 0.60 1.15
C: -0.57 2.19 5.13
C: -1.48 1.25 5.93
C: -1.19 3.59 5.14
C: 0.81 2.26 5.79
H: -3.21 7.38 0.33
H: -1.80 6.52 0.90
H: -3.40 5.76 0.98
H: -4.40 6.75 -1.70
H: -4.57 5.06 -1.22
H: -3.83 5.48 -2.77
H: -2.08 7.81 -1.82
H: -1.52 6.50 -2.85
H: -0.65 6.88 -1.36
H: -1.97 4.23 -3.19
H: -0.89 2.03 -3.14
H: -1.68 4.29 1.07
H: -1.10 3.38 2.68
H: 0.33 -0.29 4.35
H: 0.58 -1.14 2.05
H: -2.45 1.13 5.46
H: -1.64 1.65 6.93
H: -1.03 0.26 6.05
H: -2.18 3.60 4.68
H: -0.56 4.32 4.63
H: -1.31 3.93 6.17
H: 1.27 1.27 5.86
H: 0.72 2.65 6.81
H: 1.49 2.91 5.23
O: 2.47 -2.61 -2.02
C: 1.82 -3.06 -1.09
N: 1.93 -4.31 -0.55
C: 0.88 -4.58 0.43
C: 0.17 -3.21 0.41
O: -0.81 -2.92 1.09
N: 0.81 -2.37 -0.42
C: -0.04 -5.72 -0.02
C: -1.39 -5.75 0.32
C: -2.19 -6.82 -0.06
C: -1.65 -7.88 -0.77
C: -0.30 -7.87 -1.10
C: 0.50 -6.80 -0.72
C: 1.45 -4.89 1.82
C: 2.70 -5.48 1.93
C: 3.21 -5.83 3.18
C: 2.48 -5.57 4.33
C: 1.23 -4.98 4.22
C: 0.71 -4.65 2.97
H: 2.51 -5.00 -0.99
H: -1.82 -4.93 0.88
H: -3.24 -6.82 0.20
H: -2.27 -8.72 -1.07
H: 0.14 -8.70 -1.64
H: 1.55 -6.83 -0.97
H: 3.30 -5.68 1.05
H: 4.19 -6.29 3.24
H: 2.87 -5.84 5.30
H: 0.64 -4.79 5.11
H: -0.27 -4.20 2.89


Entry 2:
Density functional theory data (wB97M-V/def2-TZVPD) for a 2-piece molecular cluster, C4H9FSi overall at a distorted geometry.

Computed properties:
**Frontier orbital gap (spin up / spin down)**: 8.0899 / 7.7247 eV
**E_LUMO (spin up / spin down)**: -0.0119 / 0.0128 Ha
**Multiplicity**: 1
**Total charge**: 0
**Energy above the lowest of the compared OMol25 structures with the same formula, charge and spin**: 3.738 eV

Element x y z (Å)
C: -0.67 -2.47 -2.13
C: -1.14 -1.23 -2.19
C: 1.24 1.57 1.88
C: 0.31 0.35 1.35
F: 1.49 -0.35 -2.61
Si: 0.04 0.13 -2.05
H: -1.30 -3.28 -2.45
H: 0.46 -2.71 -2.12
H: -2.14 -1.05 -2.50
H: 1.67 1.20 2.81
H: 2.06 1.78 1.12
H: 0.59 2.45 2.13
H: -0.77 0.48 1.57
H: 0.49 -0.77 1.52
H: -0.13 1.31 -2.81


Entry 3:
Density functional theory data (wB97M-V/def2-TZVPD) for a 2-piece molecular cluster, C4H10O4P overall at a distorted geometry.

Computed properties:
**Frontier orbital gap (spin up / spin down)**: 7.2710 / 7.2702 eV
**E_LUMO (spin up / spin down)**: 0.1307 / 0.1307 Ha
**Multiplicity**: 1
**Total charge**: -1
**Energy above the lowest of the compared OMol25 structures with the same formula, charge and spin**: 4.145 eV

Element x y z (Å)
C: 1.52 -1.30 0.33
C: 0.74 0.46 -1.38
C: 0.65 0.92 1.08
C: 0.62 -0.12 -0.04
O: -1.73 -1.05 1.42
O: -1.34 -1.92 -0.92
O: -3.27 1.27 0.31
O: -2.14 1.40 -0.59
P: -1.10 -0.88 0.08
H: 2.62 -1.00 -0.06
H: 1.65 -1.37 1.30
H: 1.23 -2.17 -0.23
H: 0.82 -0.41 -2.21
H: 1.54 1.06 -1.37
H: -0.25 1.01 -1.73
H: 0.69 0.62 2.12
H: 1.55 1.41 1.04
H: -0.24 1.66 0.84
H: -3.57 0.42 0.01


Entry 4:
Density functional theory data (wB97M-V/def2-TZVPD) for C19H22FeNO7S as an isolated structure at a distorted geometry.

Computed properties:
**Frontier orbital gap (spin up / spin down)**: 9.0794 / 5.6756 eV
**E_LUMO (spin up / spin down)**: 0.0107 / -0.1144 Ha
**Multiplicity**: 6
**Total charge**: 0
**Energy above the lowest of the compared OMol25 structures with the same formula, charge and spin**: 1.308 eV

Element x y z (Å)
Fe: 2.01 -0.84 -0.07
C: -1.30 2.32 -5.67
C: -0.87 1.20 -4.77
C: -1.34 -0.09 -4.98
C: -0.97 -1.14 -4.15
C: -0.11 -0.88 -3.10
C: 0.38 0.40 -2.86
C: 0.00 1.43 -3.70
S: 0.20 -2.17 -1.92
O: -0.52 -3.34 -2.32
O: -0.10 -1.60 -0.60
N: 1.79 -2.47 -1.79
C: 2.63 -2.44 -2.88
C: 3.75 -1.24 -2.65
O: 4.61 -1.22 -3.49
O: 3.53 -0.53 -1.64
H: -2.23 2.08 -6.17
H: -0.54 2.50 -6.43
H: -1.42 3.25 -5.10
H: -2.03 -0.28 -5.80
H: -1.34 -2.15 -4.29
H: 1.02 0.60 -2.01
H: 0.36 2.43 -3.52
H: 2.15 -2.24 -3.84
H: 3.26 -3.33 -2.94
O: 3.83 0.40 0.79
H: 4.35 0.02 1.51
H: 4.38 0.40 -0.01
C: -3.38 0.94 5.86
C: -2.30 0.70 4.84
C: -1.05 0.23 5.21
C: -0.06 -0.04 4.28
C: 1.28 -0.52 4.77
C: -0.32 0.19 2.92
C: -1.58 0.68 2.51
C: -1.97 0.93 1.08
C: -2.55 0.91 3.49
C: 0.74 -0.08 1.91
O: 1.53 -1.06 2.04
O: 0.84 0.66 0.88
H: -2.95 0.98 6.87
H: -4.11 0.13 5.84
H: -3.91 1.87 5.67
H: -0.84 0.07 6.26
H: 1.32 -0.48 5.86
H: 2.08 0.09 4.37
H: 1.45 -1.54 4.45
H: -1.54 1.87 0.73
H: -3.05 0.99 0.99
H: -1.60 0.14 0.42
H: -3.52 1.28 3.18


Entry 5:
Density functional theory data (wB97M-V/def2-TZVPD) for an isolated molecule of C2H5N3S2 at a distorted geometry.

Computed properties:
**Frontier orbital gap**: 8.9603 eV
**E_LUMO**: 0.0144 Ha
**SMILES string**: NC(=S)N/C=N\S
**Multiplicity**: 1
**Total charge**: 0
**Energy above the lowest of the compared OMol25 structures with the same formula, charge and spin**: 2.407 eV

Element x y z (Å)
N: 0.71 0.95 -1.20
C: 0.20 -0.34 -1.14
S: -0.44 -0.98 -2.54
N: 0.17 -1.05 0.05
C: 0.63 -0.50 1.27
N: -0.02 0.26 2.04
S: -1.56 0.97 1.64
H: 0.33 1.67 -1.87
H: 0.46 1.58 -0.23
H: -0.20 -2.08 -0.09
H: 1.64 -0.89 1.58
H: -1.92 0.41 0.49


Entry 6:
Density functional theory data (wB97M-V/def2-TZVPD) for a 2-piece molecular cluster, C23H23F5N2O2 overall.

Computed properties:
**Frontier orbital gap**: 6.5157 eV
**E_LUMO**: -0.2810 Ha
**Multiplicity**: 1
**Total charge**: +2

Element x y z (Å)
O: -4.80 0.19 0.81
C: -3.79 0.70 1.21
C: -2.68 1.10 0.29
C: -1.44 1.12 0.76
C: -1.18 0.71 2.17
O: -0.12 0.20 2.49
C: -2.29 0.94 3.15
C: -1.94 1.15 4.59
C: -0.87 2.24 4.79
C: -1.25 3.59 4.15
C: -0.22 4.13 3.16
F: 0.46 3.13 2.52
F: 0.71 4.89 3.79
C: -0.81 5.01 2.02
F: 0.05 5.09 1.00
F: -1.07 6.23 2.46
F: -1.95 4.48 1.55
C: -3.53 0.93 2.66
H: -2.94 1.34 -0.73
H: -0.58 1.38 0.15
H: -2.86 1.41 5.13
H: -1.57 0.22 5.01
H: 0.06 1.86 4.38
H: -0.71 2.37 5.86
H: -2.22 3.54 3.64
H: -1.36 4.35 4.92
H: -4.39 1.05 3.31
C: 0.38 -5.29 -6.46
N: 0.75 -4.38 -5.35
C: -0.12 -3.42 -4.99
C: 0.17 -2.56 -3.95
C: 1.38 -2.69 -3.27
C: 2.26 -3.69 -3.68
C: 1.92 -4.51 -4.72
C: 1.71 -1.80 -2.13
C: 2.03 -2.33 -0.88
C: 2.35 -1.49 0.16
N: 2.37 -0.16 -0.02
C: 2.05 0.38 -1.21
C: 1.72 -0.41 -2.28
C: 2.72 0.73 1.11
H: 0.16 -4.70 -7.35
H: -0.50 -5.86 -6.16
H: 1.21 -5.96 -6.66
H: -1.05 -3.37 -5.54
H: -0.56 -1.81 -3.68
H: 3.22 -3.82 -3.19
H: 2.58 -5.29 -5.08
H: 2.01 -3.40 -0.70
H: 2.59 -1.85 1.15
H: 2.09 1.46 -1.27
H: 1.49 0.05 -3.22
H: 1.89 1.42 1.28
H: 3.63 1.28 0.86
H: 2.88 0.13 2.00


Entry 7:
Density functional theory data (wB97M-V/def2-TZVPD) for C5H6O2 as an isolated structure.

Computed properties:
**Frontier orbital gap**: 9.0810 eV
**E_LUMO**: -0.0027 Ha
**Multiplicity**: 1
**Total charge**: 0
**Energy above the lowest of the compared OMol25 structures with the same formula, charge and spin**: 4.105 eV

Element x y z (Å)
C: 1.44 -0.37 -1.11
C: 0.33 -0.89 -0.24
O: 0.60 0.26 1.22
C: -0.35 0.98 1.60
O: -0.56 1.81 2.45
C: -0.99 -0.67 -0.62
C: -1.89 0.11 -0.23
H: 1.19 0.64 -1.43
H: 1.61 -1.00 -2.00
H: 2.35 -0.35 -0.50
H: 0.51 -1.82 0.30
H: -1.35 0.78 0.87
H: -2.88 0.52 -0.31


Entry 8:
Density functional theory data (wB97M-V/def2-TZVPD) for C2H4Br2S as an isolated structure at a distorted geometry.

Computed properties:
**Frontier orbital gap (spin up / spin down)**: 7.1127 / 7.8483 eV
**E_LUMO (spin up / spin down)**: -0.0589 / -0.0407 Ha
**Multiplicity**: 1
**Total charge**: 0
**Energy above the lowest of the compared OMol25 structures with the same formula, charge and spin**: 3.311 eV

Element x y z (Å)
C: 0.33 0.95 -0.68
C: -0.86 -3.23 1.81
S: -0.44 1.00 0.99
Br: -2.53 -3.72 1.10
Br: -0.17 -1.61 1.20
H: 0.96 0.15 -0.75
H: 1.07 1.82 -0.65
H: -0.40 0.77 -1.42
H: -0.88 -3.34 3.01